Molecular formula: C10H9N2O7OsP2S2
Method: DFT, ωB97M-V/def2-TZVPD

Last column: Mulliken charge in e.
CARTESIAN COORDINATES (ANGSTROEM)
Os  -1.53  1.37  0.45  1.276
S  0.34  2.38  0.10  -0.222
C  0.73  3.29  1.57  0.554
C  1.81  4.16  1.62  -0.704
C  2.05  4.87  2.79  0.556
C  3.17  5.77  2.85  -0.298
N  4.06  6.49  2.87  -0.381
C  1.22  4.69  3.91  0.536
C  0.14  3.81  3.84  -0.725
C  -0.09  3.12  2.66  0.591
S  -1.42  1.97  2.51  -0.124
C  1.46  5.41  5.12  -0.298
N  1.65  5.99  6.09  -0.386
H  2.47  4.29  0.77  0.529
H  -0.50  3.67  4.71  0.531
C  -5.19  -1.11  -0.56  -1.659
C  -3.93  -0.77  -1.35  1.125
O  -3.85  -1.47  -2.60  -0.640
P  -3.85  0.99  -1.82  0.725
O  -5.28  1.63  -1.86  -0.511
O  -3.24  1.04  -3.26  -0.523
O  -3.07  1.81  -0.81  -0.645
P  -2.45  -1.20  -0.35  0.899
O  -1.29  -0.24  -1.13  -0.608
O  -2.16  -2.62  -0.43  -0.672
O  -2.54  -0.37  0.95  -0.675
H  -6.07  -0.96  -1.18  0.407
H  -5.27  -0.49  0.33  0.414
H  -5.15  -2.16  -0.25  0.443
H  -3.62  -2.39  -2.43  0.393
H  -5.74  1.64  -2.72  0.367
H  -3.14  0.14  -3.64  0.428
H  -0.45  -0.70  -1.28  0.298

Summary:
Electronic energy (eV): -70541.8737
Charge: +1
HOMO energy (alpha / beta) (eV): -12.9827 / -12.9478
Kohn-Sham gap (alpha / beta) (eV): 6.63 / 6.87